Record 1
Here is C4H8O2 in the gas phase from the Open Molecules 2025 dataset. Energies are from ωB97M-V with the def2-TZVPD basis set.

XYZ file:
```
14
Properties=species:S:1:pos:R:3
O -0.1506 -1.5989 0.3004
O -0.6526 0.5791 0.6351
C 0.9932 -0.9394 -0.1882
C -1.2203 -0.6856 0.3482
C -0.4353 1.5955 -0.5476
C 1.1058 0.4041 0.4982
H 1.2546 0.3494 1.5767
H -1.7589 -0.6205 -0.6107
H 1.7929 1.1120 0.0329
H -0.5069 0.9724 -1.4614
H 0.9489 -0.8000 -1.2769
H -1.8886 -1.0172 1.1524
H -1.3335 2.2289 -0.5051
H 1.8512 -1.5796 0.0461
```

Computed properties:
Maximum force in eV Å⁻¹: 0.87
Energy above the lowest of the compared OMol25 structures with the same formula, charge and spin in kcal/mol: 157.9
Energy in eV: -8366.4346
LUMO in eV: 0.712



Record 2
Here is a molecular structure, C5H6HgLiO3 at a distorted geometry from the Open Molecules 2025 dataset. Energies are from ωB97M-V with the def2-TZVPD basis set.

XYZ file:
```
16
Properties=species:S:1:pos:R:3
Hg 3.5296 1.9331 -0.5115
O -0.8977 0.3481 0.2254
O 0.6131 -1.3052 -0.1484
O 1.2839 0.8205 0.1601
C 0.5085 -0.1085 0.0459
C -1.8706 -0.4489 0.1168
C -3.5394 0.7699 -1.3869
C -2.6421 -0.8821 1.2682
C -3.2720 -0.3439 -0.6910
Li 1.4856 -2.6644 -1.0141
H -4.0356 0.7061 -2.3557
H -3.1931 1.7570 -1.0731
H -3.7323 -1.2970 -0.9535
H -1.8386 -1.8421 0.9141
H -2.0480 -0.8870 2.1961
H -3.3832 -0.1738 1.6525
```

Computed properties:
Maximum force in eV Å⁻¹: 10.22
Net charge: +2
Multiplicity: 2
Energy above the lowest of the compared OMol25 structures with the same formula, charge and spin in kcal/mol: 3.0
Energy in eV: -15780.7230
LUMO (alpha / beta) in eV: -8.899 / -11.091



Record 3
Here is a molecular structure, C36H30CoFIOPS from the Open Molecules 2025 dataset. Energies are from ωB97M-V with the def2-TZVPD basis set.

XYZ file:
```
72
Properties=species:S:1:pos:R:3
I 1.9327 -0.3146 1.2296
Co -0.2671 -0.5777 -0.2673
S 0.3485 -3.6651 -0.4111
P -0.6153 1.6415 -0.1006
F -3.1107 -6.2084 1.4255
O 0.2360 -2.2942 -1.0788
C -1.6557 2.2340 1.2623
C -2.7931 1.9231 -1.8338
C -2.2173 -0.8613 0.0512
C 4.2226 1.1462 0.1857
C 3.4168 -4.2189 2.1142
C 3.0978 -3.2999 -0.4982
C -3.3415 3.6470 2.2375
C 4.5087 -3.7849 1.3841
C -2.2985 -2.7091 1.7257
C -1.2497 2.7483 -3.9842
C 5.0525 2.1954 -0.2447
C 2.8669 1.3162 0.3007
C 1.2708 5.1837 -0.4584
C 4.4940 3.4104 -0.4880
C -2.6129 2.5577 -4.1450
C 4.3521 -3.3248 0.0801
C 3.0979 3.6108 -0.3763
C 2.1502 -4.1938 1.5431
C -1.4228 2.1230 -1.6608
C 2.2173 2.5389 -0.0438
C 0.8098 2.8146 -0.0595
C 2.0046 -3.7396 0.2421
C -2.4573 -2.2696 0.4059
C -3.0923 -4.5299 -0.2179
C -2.1093 2.1246 3.6283
C -2.5128 -4.0314 2.0795
C -1.4039 1.6871 2.5213
C -2.8591 -3.2069 -0.5553
C -3.0855 3.1003 3.4859
C -2.9025 -4.9206 1.0956
C -2.6257 3.2209 1.1288
C -3.3836 2.1487 -3.0663
C 0.3920 4.1167 -0.2237
C -0.6574 2.5378 -2.7495
C 2.5986 4.9194 -0.5809
C 0.4966 -4.7627 -1.8144
H -2.4010 -4.3749 3.0978
H -0.4606 -4.7493 -2.3301
H -0.6663 4.3344 -0.2262
H 0.8822 6.1844 -0.5833
H -0.6421 3.0664 -4.8211
H 3.3033 5.7055 -0.8148
H -4.1007 4.4083 2.1222
H -3.0115 -2.8845 -1.5776
H -3.4324 -5.2529 -0.9468
H -3.6486 3.4310 4.3474
H -4.4492 2.0033 -3.1811
H 5.4936 -3.8065 1.8292
H 5.1066 4.2577 -0.7660
H 1.2920 -4.4197 -2.4713
H 2.9575 -2.9137 -1.4993
H -2.4651 -0.1750 0.8584
H 1.2821 -4.5210 2.1006
H -3.0754 2.7287 -5.1073
H -2.8315 3.6649 0.1640
H 0.7074 -5.7629 -1.4398
H 6.1166 2.0373 -0.3359
H -2.0165 -1.9960 2.4912
H -2.7058 -0.5615 -0.8760
H 5.2129 -2.9886 -0.4809
H 4.6707 0.2010 0.4595
H 0.4064 2.7039 -2.6385
H -1.9008 1.6998 4.6011
H 3.5441 -4.5749 3.1259
H -0.6492 0.9182 2.6348
H -3.4107 1.6037 -1.0049
```

Computed properties:
Maximum force in eV Å⁻¹: 0.45
Net charge: +1
Multiplicity: 2
Energy above the lowest of the compared OMol25 structures with the same formula, charge and spin in kcal/mol: 10.4
Energy in eV: -108429.4179
LUMO (alpha / beta) in eV: -2.983 / -2.574



Record 4
Here is a molecular structure, C53H51F10IrN5 at a distorted geometry from the Open Molecules 2025 dataset. Energies are from ωB97M-V with the def2-TZVPD basis set.

XYZ file:
```
120
Properties=species:S:1:pos:R:3
Ir 1.3918 -0.0481 -0.2111
F 1.8943 0.8458 6.9873
F -0.6696 -0.0581 6.9879
F 3.3873 -0.5662 -5.1499
F -0.3673 -0.6738 2.3506
F -0.4879 -0.0273 -2.4541
F -1.9978 -0.0404 -4.6685
F 3.3245 1.0356 4.8369
F -0.8187 -0.1800 -7.1315
F -1.7686 -0.8387 4.5766
F 1.8841 -0.4894 -7.2582
N -0.2025 1.4342 0.0138
N 2.2204 0.1247 2.2095
N 3.7396 0.3313 -0.2357
N -0.3354 -1.5078 -0.1451
N 2.1902 -0.3723 -2.4348
C 1.3489 -3.8734 1.2967
C 4.3493 -0.0244 1.0448
C 0.1096 -0.1895 -3.6376
C -3.3631 -2.3060 0.8477
C -4.7908 0.1184 1.1583
C -3.2751 -2.6192 -2.9707
C -3.4611 0.0709 0.7492
C -0.5567 -5.1610 0.5534
C 1.5175 -0.3410 -3.6148
C 2.0865 0.5083 4.6773
C 4.0131 1.7398 -0.5566
C 3.6108 0.5269 2.2286
C -0.5430 -2.9004 -0.3159
C -5.3303 1.4019 1.4126
C -1.4711 -3.3460 -1.3021
C -0.1962 4.8622 1.4742
C -2.6404 1.2116 0.5888
C -0.2417 2.8600 0.0905
C 2.0610 -0.4363 -4.9233
C -1.3101 0.7114 0.2015
C -2.7320 -1.1243 0.5396
C 1.8009 3.3236 3.0279
C 3.6333 -0.4233 -2.5735
C -1.6193 -5.5136 -0.2512
C 2.4477 -3.0172 0.6823
C 0.6310 2.6824 -2.9620
C 1.2857 -0.3928 -6.0692
C -4.7324 -2.2859 1.2035
C -0.5882 5.6526 0.4161
C -0.8848 -3.0064 -3.6532
C 0.4688 2.7395 2.5424
C -0.6702 -0.1607 -4.7674
C -4.5384 2.5135 1.2821
C -5.4495 -1.1244 1.3275
C 1.1384 -3.5996 2.7961
C 0.2389 -0.3228 3.4916
C -0.5526 3.6896 -1.0194
C 1.5863 0.1143 3.4038
C 4.2965 -0.5724 -1.2383
C 0.0498 -3.9065 0.4973
C -0.0046 3.4941 1.3266
C -3.1885 2.4427 0.8702
C -1.9393 2.3676 -2.6760
C -0.7028 3.2442 -2.4619
C -1.8140 -2.5272 -2.5259
C 1.3418 0.4363 5.8417
C -0.7306 5.0544 -0.8216
C -0.5090 -0.4018 4.6421
C -0.0842 -0.2503 -6.0165
C -1.3757 -0.7179 0.1265
C 0.0397 -0.0231 5.8529
C -0.5738 2.7823 3.6629
C -1.9993 -4.6240 -1.2372
H -0.1808 2.3101 4.5634
H -3.5248 -3.6048 -3.3656
H 0.5501 2.3224 -3.9880
H -0.7589 6.7136 0.5420
H 4.3540 -1.1106 1.1263
H 0.6345 1.7132 2.2373
H -1.8654 1.4060 -2.1815
H 1.3789 3.4783 -2.9444
H -0.1595 -5.8961 1.2438
H -4.9507 3.4888 1.5072
H 4.0066 0.4746 -3.0835
H 1.7705 -4.2521 3.3997
H -2.6198 3.3575 0.8047
H 3.6107 1.9847 -1.5370
H -3.9488 -2.3892 -2.1432
H 0.1631 -2.8463 -3.3912
H -6.5005 -1.1433 1.5878
H 1.3860 -2.5757 3.0489
H -1.0971 -2.4777 -4.5832
H -0.0373 5.3136 2.4441
H 2.1685 -1.9616 0.6896
H 2.5384 3.3167 2.2224
H 0.1012 -3.7807 3.0768
H -6.3598 1.4876 1.7379
H -2.1005 2.2025 -3.7409
H 4.1224 0.1302 3.1057
H 0.9887 1.8773 -2.3229
H 1.7204 -4.8982 1.2145
H 3.7037 1.6208 2.2697
H -0.8836 4.1524 -3.0424
H 5.0910 1.9427 -0.5493
H 1.6812 4.3521 3.3694
H -1.6183 -1.4840 -2.3096
H -0.9937 5.6714 -1.6716
H -2.8535 -3.2571 0.8439
H -0.8289 3.8128 3.9163
H -1.0305 -4.0733 -3.8337
H -2.0839 -6.4871 -0.1672
H 4.1333 -1.5927 -0.8872
H 3.5307 2.3790 0.1803
H -1.4892 2.2667 3.3657
H -5.2219 -3.2338 1.3889
H 3.9391 -1.2773 -3.1828
H -3.4511 -1.8938 -3.7650
H 3.3638 -3.1304 1.2642
H -2.8160 2.8780 -2.2729
H 2.6399 -3.3357 -0.3455
H 5.3764 -0.4125 -1.3529
H 2.1894 2.7463 3.8663
H 5.3910 0.3208 1.0800
H -2.7303 -4.9331 -1.9718
```

Computed properties:
Maximum force in eV Å⁻¹: 2.89
Multiplicity: 2
Energy in eV: -93247.3832
LUMO (alpha / beta) in eV: -1.835 / -1.747



Record 5
Here is a molecular structure, C5H9NaNdO4 at a distorted geometry from the Open Molecules 2025 dataset. Energies are from ωB97M-V with the def2-TZVPD basis set.

XYZ file:
```
20
Properties=species:S:1:pos:R:3
Nd 3.9811 0.1284 -1.1743
Na -1.0440 1.8591 -0.2616
O 4.8760 -0.8201 0.5342
O -1.9058 -0.2746 -0.5498
O 0.5222 0.3596 0.5501
O 0.9020 3.0056 -0.0699
C 1.8502 2.2930 0.3230
C -3.2954 -0.5421 -0.5805
C -1.1518 -1.2590 0.1378
C 1.8256 0.8900 0.5367
C 0.3150 -0.9279 0.0109
H 0.6076 -0.9494 -1.0552
H -1.3368 -2.2550 -0.2971
H 2.5411 0.4961 1.4010
H -3.4985 -1.4824 -1.1156
H 2.8345 2.7692 0.5261
H 0.9051 -1.6878 0.5502
H -1.4479 -1.2791 1.2005
H -3.7801 0.2877 -1.1084
H -3.7003 -0.6114 0.4419
```

Computed properties:
Maximum force in eV Å⁻¹: 7.69
Net charge: +1
Multiplicity: 4
Energy in eV: -33205.3154
LUMO (alpha / beta) in eV: -4.617 / -4.553